[1]
{
  "formula": "C5H6N2",
  "method": "ωB97M-V/def2-TZVPD",
  "elements": ["N", "C", "C", "C", "C", "C", "N", "H", "H", "H", "H", "H", "H"],
  "xyz": [[-2.243, 0.212, -1.421], [-1.573, -0.210, -0.504], [-0.325, -0.834, -0.939], [0.932, -0.197, -0.521], [0.738, 1.013, 0.402], [0.180, -0.053, 1.318], [0.582, -1.124, 0.604], [-0.317, -1.616, -1.690], [1.844, -0.380, -1.087], [1.699, 1.401, 0.752], [0.101, 1.831, 0.053], [-0.106, -0.065, 2.366], [-1.512, 0.021, 0.666]],
  "e_above_lowest_kcal_mol": 139.6,
  "charge": 0,
  "orbital_gap_ev": [7.85, 8.39],
  "e_lumo_ev": [-0.183, -0.479],
  "e_homo_ev": [-8.0, -8.9]
}


[2]
{
  "formula": "C5H16NO2PSi",
  "method": "ωB97M-V/def2-TZVPD",
  "elements": ["C", "O", "P", "N", "Si", "C", "C", "C", "H", "H", "H", "H", "H", "H", "H", "H", "H", "H", "H", "H", "H", "H", "C", "O", "H", "H"],
  "xyz": [[1.168, 1.291, -2.784], [1.625, 0.053, -2.394], [0.896, -1.047, -1.376], [-0.527, -0.455, -1.152], [-1.602, -0.168, 0.127], [-3.390, 0.251, -0.567], [-0.839, 1.514, 0.781], [-1.559, -1.418, 1.473], [2.014, 1.897, -3.033], [0.536, 1.810, -1.949], [0.524, 1.286, -3.696], [-4.148, -0.484, -0.242], [-3.703, 1.191, -0.053], [-3.486, 0.381, -1.596], [-0.519, 2.107, -0.082], [-1.392, 2.216, 1.518], [0.181, 1.178, 1.142], [-2.387, -1.241, 2.112], [-1.494, -2.382, 0.917], [-0.597, -1.324, 1.979], [1.273, -4.741, 2.954], [1.464, -4.192, 3.462], [3.964, 0.645, 0.596], [3.139, 0.340, 1.422], [5.048, 1.035, 0.889], [3.811, 0.258, -0.446]],
  "e_above_lowest_kcal_mol": 38.1,
  "charge": 0,
  "orbital_gap_ev": 9.27,
  "e_lumo_ev": -0.024,
  "e_homo_ev": -9.3
}


[3]
{
  "formula": "C27H67NO9",
  "method": "ωB97M-V/def2-TZVPD",
  "elements": ["C", "C", "O", "O", "C", "C", "C", "C", "C", "O", "C", "C", "N", "H", "H", "H", "H", "H", "H", "H", "H", "H", "H", "H", "H", "H", "H", "H", "H", "H", "H", "H", "C", "C", "C", "O", "H", "H", "H", "H", "H", "H", "H", "H", "C", "C", "C", "O", "H", "H", "H", "H", "H", "H", "H", "H", "C", "C", "C", "O", "H", "H", "H", "H", "H", "H", "H", "H", "C", "C", "C", "O", "H", "H", "H", "H", "H", "H", "H", "H", "C", "C", "C", "O", "H", "H", "H", "H", "H", "H", "H", "H", "C", "C", "C", "O", "H", "H", "H", "H", "H", "H", "H", "H"],
  "xyz": [[3.169, 0.589, -0.539], [3.168, -0.756, 0.148], [3.862, -0.960, 1.144], [2.320, -1.715, -0.272], [1.716, -1.584, -1.568], [0.493, -0.685, -1.573], [-0.500, -1.024, -0.459], [-0.251, -0.213, 0.814], [-1.132, 1.008, 0.981], [-1.226, 1.838, -0.162], [-0.043, 2.571, -0.374], [0.069, 2.936, -1.848], [1.462, 2.890, -2.332], [2.943, 0.577, -1.596], [2.502, 1.251, 0.002], [4.159, 1.011, -0.430], [1.398, -2.586, -1.835], [2.431, -1.283, -2.328], [0.829, 0.345, -1.509], [0.012, -0.850, -2.536], [-0.349, -2.070, -0.197], [-1.527, -0.933, -0.798], [-0.399, -0.814, 1.704], [0.796, 0.083, 0.828], [-0.816, 1.564, 1.862], [-2.137, 0.666, 1.192], [0.843, 2.009, -0.073], [-0.071, 3.484, 0.224], [-0.359, 3.918, -2.021], [-0.535, 2.202, -2.377], [2.015, 2.275, -1.748], [1.470, 2.470, -3.250], [-4.559, 2.442, -0.608], [-4.686, 0.970, -0.969], [-6.136, 0.584, -1.211], [-4.122, 0.158, 0.066], [-5.112, 2.655, 0.312], [-3.515, 2.700, -0.436], [-4.956, 3.078, -1.401], [-4.095, 0.761, -1.862], [-6.731, 0.746, -0.310], [-6.210, -0.475, -1.468], [-6.577, 1.170, -2.016], [-4.624, 0.324, 0.870], [-10.562, -0.128, -1.555], [-9.793, 0.570, -0.444], [-10.719, 1.029, 0.673], [-9.064, 1.679, -0.969], [-11.287, 0.556, -2.004], [-9.882, -0.451, -2.344], [-11.098, -1.000, -1.179], [-9.044, -0.110, -0.038], [-11.449, 1.748, 0.290], [-10.152, 1.526, 1.460], [-11.260, 0.189, 1.110], [-9.700, 2.301, -1.337], [2.707, 5.138, -0.054], [3.797, 4.523, -0.919], [4.378, 5.537, -1.892], [3.280, 3.397, -1.628], [1.880, 5.490, -0.678], [2.302, 4.397, 0.637], [3.088, 5.981, 0.524], [4.592, 4.134, -0.281], [3.601, 5.903, -2.568], [5.156, 5.078, -2.502], [4.807, 6.391, -1.365], [2.567, 3.711, -2.200], [5.988, -3.991, 3.946], [4.476, -4.146, 3.862], [4.042, -4.650, 2.494], [3.835, -2.905, 4.156], [6.334, -3.261, 3.210], [6.281, -3.629, 4.932], [6.495, -4.938, 3.757], [4.139, -4.842, 4.632], [4.329, -3.938, 1.718], [2.958, -4.755, 2.453], [4.497, -5.617, 2.267], [4.115, -2.271, 3.486], [4.371, -3.706, -3.152], [3.288, -4.649, -3.649], [3.876, -5.939, -4.198], [2.492, -4.003, -4.644], [5.042, -3.422, -3.968], [3.926, -2.791, -2.766], [4.967, -4.164, -2.361], [2.605, -4.881, -2.830], [4.528, -5.728, -5.050], [3.083, -6.601, -4.548], [4.459, -6.464, -3.441], [3.068, -3.786, -5.383], [1.503, -0.880, 4.208], [0.992, 0.541, 4.040], [1.469, 1.460, 5.153], [-0.435, 0.544, 3.959], [1.141, -1.307, 5.147], [1.145, -1.516, 3.399], [2.585, -0.906, 4.216], [1.332, 0.927, 3.076], [1.097, 1.111, 6.120], [1.093, 2.473, 5.002], [2.558, 1.495, 5.196], [-0.805, 0.218, 4.785]],
  "e_above_lowest_kcal_mol": 44.2,
  "charge": 0,
  "orbital_gap_ev": 9.54,
  "e_lumo_ev": 0.671,
  "e_homo_ev": -8.9
}


[4]
{
  "formula": "C58H49GeIrNP3S4",
  "method": "ωB97M-V/def2-TZVPD",
  "elements": ["Ir", "S", "P", "C", "P", "S", "C", "C", "C", "C", "C", "C", "C", "C", "C", "C", "C", "C", "C", "C", "C", "C", "C", "C", "C", "C", "C", "C", "C", "C", "H", "H", "H", "H", "H", "H", "H", "H", "H", "H", "H", "H", "H", "H", "H", "H", "H", "H", "H", "H", "C", "C", "N", "H", "H", "H", "S", "P", "S", "C", "C", "C", "C", "C", "C", "C", "C", "C", "C", "C", "C", "H", "H", "H", "H", "H", "H", "H", "H", "H", "H", "C", "Ge", "C", "C", "C", "C", "C", "C", "C", "C", "C", "C", "C", "C", "C", "C", "C", "C", "C", "C", "H", "H", "H", "H", "H", "H", "H", "H", "H", "H", "H", "H", "H", "H", "H", "H"],
  "xyz": [[-0.788, -0.749, 0.631], [-1.091, 0.790, 2.747], [-1.400, 2.164, 1.337], [-0.873, 1.825, -0.282], [-1.256, 0.985, -1.739], [-0.667, -0.934, -1.900], [-3.046, 1.058, -2.119], [-3.740, 2.261, -2.167], [-5.082, 2.298, -2.502], [-5.754, 1.121, -2.792], [-5.071, -0.084, -2.754], [-3.728, -0.117, -2.422], [-0.414, 1.868, -3.107], [-1.012, 2.697, -4.050], [-0.242, 3.334, -5.014], [1.132, 3.148, -5.045], [1.730, 2.312, -4.114], [0.959, 1.676, -3.163], [-3.165, 2.630, 1.329], [-4.035, 2.046, 2.242], [-5.366, 2.427, 2.284], [-5.844, 3.398, 1.420], [-4.981, 3.995, 0.513], [-3.654, 3.605, 0.469], [-0.493, 3.675, 1.858], [0.811, 3.481, 2.310], [1.618, 4.559, 2.624], [1.128, 5.849, 2.519], [-0.179, 6.054, 2.106], [-0.983, 4.974, 1.776], [-3.214, 3.180, -1.968], [-5.603, 3.246, -2.535], [-6.801, 1.143, -3.055], [-5.587, -1.008, -2.988], [-3.185, -1.052, -2.387], [-2.079, 2.839, -4.070], [-0.724, 3.970, -5.742], [1.734, 3.653, -5.787], [2.803, 2.164, -4.116], [1.413, 1.027, -2.426], [-3.648, 1.290, 2.913], [-6.031, 1.965, 3.001], [-6.881, 3.697, 1.459], [-5.340, 4.760, -0.161], [-2.976, 4.085, -0.220], [1.208, 2.479, 2.400], [2.635, 4.369, 2.931], [1.760, 6.693, 2.757], [-0.579, 7.057, 2.042], [-2.000, 5.170, 1.475], [-5.283, -2.285, 1.128], [-4.026, -1.620, 0.838], [-3.012, -1.108, 0.611], [-5.730, -2.646, 0.204], [-5.964, -1.587, 1.612], [-5.091, -3.129, 1.789], [4.225, 2.275, 2.032], [3.436, 1.733, 0.308], [1.665, 0.754, 0.309], [3.296, 3.177, -0.809], [2.066, 3.704, -1.174], [1.997, 4.858, -1.941], [3.156, 5.485, -2.359], [4.393, 4.958, -2.006], [4.461, 3.818, -1.230], [4.618, 0.658, -0.601], [5.879, 0.408, -0.079], [6.777, -0.399, -0.764], [6.421, -0.962, -1.976], [5.157, -0.724, -2.500], [4.264, 0.075, -1.813], [1.161, 3.207, -0.860], [1.031, 5.254, -2.216], [3.103, 6.384, -2.961], [5.302, 5.444, -2.328], [5.424, 3.419, -0.938], [6.139, 0.853, 0.872], [7.755, -0.587, -0.345], [7.117, -1.596, -2.505], [4.862, -1.177, -3.434], [3.276, 0.230, -2.206], [0.208, -2.023, 1.828], [0.417, -3.900, 1.710], [-1.262, -4.732, 1.141], [-1.910, -5.714, 1.883], [-3.125, -6.240, 1.465], [-3.713, -5.789, 0.295], [-3.080, -4.809, -0.457], [-1.868, -4.287, -0.033], [1.793, -4.299, 0.377], [1.655, -5.271, -0.607], [2.639, -5.453, -1.570], [3.771, -4.657, -1.561], [3.921, -3.677, -0.592], [2.937, -3.501, 0.366], [0.969, -4.642, 3.435], [0.218, -4.378, 4.578], [0.652, -4.782, 5.829], [1.860, -5.449, 5.961], [2.624, -5.712, 4.838], [2.179, -5.310, 3.586], [0.905, -1.559, 2.531], [-1.463, -6.076, 2.799], [-3.615, -7.005, 2.057], [-4.657, -6.204, -0.036], [-3.530, -4.451, -1.376], [-1.392, -3.511, -0.622], [0.770, -5.893, -0.630], [2.515, -6.211, -2.333], [4.532, -4.789, -2.318], [4.792, -3.032, -0.594], [3.046, -2.706, 1.089], [-0.713, -3.832, 4.495], [0.058, -4.562, 6.705], [2.210, -5.750, 6.938], [3.572, -6.222, 4.934], [2.786, -5.520, 2.715]],
  "e_above_lowest_kcal_mol": 54.2,
  "charge": -1,
  "orbital_gap_ev": [5.25, 6.17],
  "s_squared": 8.773,
  "e_lumo_ev": [1.955, 1.277],
  "e_homo_ev": [-3.3, -4.9],
  "spin_multiplicity": 6
}


[5]
{
  "formula": "C5H8N2O",
  "method": "ωB97M-V/def2-TZVPD",
  "elements": ["C", "C", "N", "C", "C", "C", "O", "N", "H", "H", "H", "H", "H", "H", "H", "H"],
  "xyz": [[0.418, 0.551, 0.230], [2.605, -0.114, -0.336], [1.337, -0.422, 0.258], [-1.029, -1.478, 0.314], [-1.280, -0.284, 0.009], [-2.439, 0.524, -0.287], [-0.489, -2.584, 0.659], [-2.348, 1.788, -0.329], [0.362, -2.412, 1.114], [-3.247, 2.235, -0.502], [0.089, 0.943, 1.203], [0.522, 1.392, -0.473], [-3.386, -0.024, -0.362], [3.029, -1.025, -0.770], [2.533, 0.644, -1.139], [3.324, 0.267, 0.410]],
  "e_above_lowest_kcal_mol": 146.3,
  "charge": 0,
  "orbital_gap_ev": [7.15, 8.15],
  "e_lumo_ev": [-0.284, 0.000],
  "e_homo_ev": [-7.4, -8.1]
}


[6]
{
  "formula": "C41H53AsF6N7O9Pt",
  "method": "ωB97M-V/def2-TZVPD",
  "elements": ["Pt", "As", "F", "F", "F", "F", "F", "F", "N", "C", "C", "C", "C", "C", "H", "H", "H", "H", "H", "N", "C", "C", "C", "C", "C", "H", "H", "H", "H", "H", "N", "C", "C", "C", "C", "C", "H", "H", "H", "H", "H", "N", "C", "C", "C", "C", "C", "H", "H", "H", "H", "H", "C", "C", "C", "C", "N", "H", "H", "H", "H", "H", "H", "H", "C", "C", "C", "C", "N", "H", "H", "H", "H", "H", "H", "H", "C", "C", "C", "C", "N", "H", "H", "H", "H", "H", "H", "H", "C", "C", "O", "C", "O", "O", "H", "H", "H", "H", "C", "C", "O", "C", "O", "O", "H", "H", "H", "H", "C", "C", "O", "C", "O", "O", "H", "H", "H", "H"],
  "xyz": [[16.360, 16.904, 12.508], [13.996, 13.775, 11.906], [15.308, 13.033, 11.181], [13.026, 12.496, 11.526], [12.785, 14.652, 12.751], [15.070, 15.098, 12.201], [13.520, 14.601, 10.514], [14.421, 13.154, 13.419], [18.002, 15.726, 12.983], [17.773, 14.552, 13.546], [18.792, 13.623, 13.762], [20.058, 14.013, 13.340], [20.316, 15.260, 12.724], [19.229, 16.130, 12.696], [16.743, 14.358, 13.798], [18.690, 12.635, 14.224], [20.882, 13.350, 13.605], [21.318, 15.615, 12.499], [19.320, 17.159, 12.348], [16.509, 16.669, 10.303], [17.288, 15.704, 9.834], [17.203, 15.254, 8.518], [16.250, 15.827, 7.678], [15.402, 16.820, 8.161], [15.601, 17.214, 9.460], [18.129, 15.396, 10.415], [17.872, 14.458, 8.210], [16.108, 15.515, 6.647], [14.654, 17.263, 7.525], [15.101, 18.085, 9.837], [9.251, 11.789, 7.443], [10.441, 12.285, 7.793], [10.709, 12.906, 9.021], [9.646, 12.998, 9.929], [8.406, 12.419, 9.633], [8.294, 11.814, 8.352], [11.226, 12.154, 7.047], [11.690, 13.335, 9.208], [9.777, 13.378, 10.943], [7.650, 12.335, 10.377], [7.375, 11.305, 8.081], [14.818, 18.236, 12.697], [14.826, 19.250, 13.520], [13.626, 19.955, 13.811], [12.433, 19.561, 13.223], [12.435, 18.453, 12.383], [13.642, 17.782, 12.202], [15.758, 19.563, 13.964], [13.779, 20.883, 14.337], [11.527, 20.103, 13.415], [11.522, 18.052, 11.934], [13.687, 17.025, 11.437], [13.904, 10.552, 8.968], [14.124, 11.682, 7.940], [15.593, 12.010, 7.771], [16.354, 10.823, 7.403], [16.914, 9.889, 7.119], [14.363, 9.596, 8.656], [12.867, 10.286, 9.092], [14.375, 10.808, 9.896], [13.593, 12.566, 8.314], [13.595, 11.516, 6.998], [15.970, 12.514, 8.643], [15.771, 12.821, 7.065], [10.990, 11.018, 15.198], [10.467, 12.182, 14.375], [9.280, 11.810, 13.489], [8.124, 11.412, 14.315], [7.288, 11.148, 15.042], [10.233, 10.714, 15.894], [11.872, 11.348, 15.737], [11.300, 10.225, 14.526], [11.246, 12.603, 13.762], [10.305, 13.068, 14.983], [9.498, 11.006, 12.781], [8.984, 12.657, 12.874], [14.616, 15.782, 18.455], [14.621, 14.465, 17.692], [14.181, 14.638, 16.208], [15.035, 15.546, 15.466], [15.756, 16.263, 14.885], [13.709, 16.361, 18.310], [15.441, 16.446, 18.242], [14.705, 15.589, 19.514], [13.818, 13.860, 18.125], [15.566, 13.936, 17.813], [13.183, 15.080, 16.152], [14.171, 13.648, 15.737], [17.217, 9.872, 11.453], [18.428, 9.261, 10.816], [19.446, 9.665, 11.675], [18.913, 10.191, 12.752], [19.620, 10.519, 13.663], [17.574, 10.310, 12.739], [16.373, 9.178, 11.420], [16.987, 10.747, 10.858], [18.543, 9.613, 9.793], [18.366, 8.196, 10.811], [14.137, 10.016, 13.415], [14.773, 8.996, 14.334], [14.607, 7.799, 13.625], [13.648, 7.954, 12.725], [13.236, 7.018, 12.026], [13.347, 9.237, 12.499], [14.868, 10.471, 12.771], [13.469, 10.758, 13.857], [14.227, 9.120, 15.251], [15.798, 9.263, 14.543], [10.986, 16.516, 15.395], [9.728, 17.300, 15.838], [10.237, 18.061, 16.951], [11.539, 18.093, 16.879], [12.240, 18.735, 17.616], [12.083, 17.271, 15.919], [11.084, 16.390, 14.319], [11.032, 15.511, 15.807], [8.952, 16.686, 16.246], [9.437, 17.948, 15.034]],
  "charge": 1,
  "orbital_gap_ev": [8.19, 5.74],
  "s_squared": 2.004,
  "e_lumo_ev": [-3.072, -5.520],
  "e_homo_ev": [-11.3, -11.3],
  "spin_multiplicity": 3
}


[7]
{
  "formula": "CH2O6P2",
  "method": "ωB97M-V/def2-TZVPD",
  "elements": ["C", "O", "O", "O", "O", "O", "O", "P", "P", "H", "H"],
  "xyz": [[0.691, 0.192, -0.460], [-1.566, 1.886, -1.150], [-0.460, -2.400, -1.073], [-0.760, 1.807, 1.295], [0.099, -2.072, 1.350], [-1.543, -0.341, 0.091], [1.916, 0.581, 0.261], [-0.867, 1.130, -0.068], [-0.201, -1.431, 0.058], [0.999, -0.039, -1.549], [1.692, 0.688, 1.244]],
  "e_above_lowest_kcal_mol": 0.0,
  "charge": -2,
  "orbital_gap_ev": 7.82,
  "e_lumo_ev": 6.662,
  "e_homo_ev": -1.2
}


[8]
{
  "formula": "C7H8O",
  "method": "ωB97M-V/def2-TZVPD",
  "elements": ["O", "C", "C", "C", "C", "C", "C", "C", "H", "H", "H", "H", "H", "H", "H", "H"],
  "xyz": [[-2.696, 0.264, 0.404], [-1.422, 0.415, 0.945], [-0.272, -0.558, 0.664], [0.230, -1.500, -0.333], [1.289, -0.937, -0.966], [1.768, 0.488, -0.699], [0.901, 1.406, -0.184], [-0.419, 0.751, -0.036], [-3.230, -0.315, 0.964], [-1.421, 0.725, 2.001], [0.364, -0.549, 1.552], [-0.030, -2.542, -0.483], [1.985, -1.434, -1.640], [2.800, 0.741, -1.033], [1.069, 2.451, -0.157], [-0.917, 0.595, -1.000]],
  "e_above_lowest_kcal_mol": 87.8,
  "charge": 0,
  "orbital_gap_ev": 9.49,
  "e_lumo_ev": 0.903,
  "e_homo_ev": -8.6
}


| no. | energy (hartree) |
| --- | --- |
| 1 | -303.4135 |
| 2 | -1036.1438 |
| 3 | -1800.7488 |
| 4 | -7092.3694 |
| 5 | -379.8551 |
| 6 | -5608.6717 |
| 7 | -1173.6591 |
| 8 | -346.6355 |